1.
C47H45FeGeNOS4Si as an isolated structure in a non-equilibrium geometry, computed with ωB97M-V with the def2-TZVPD basis set.

Geometry as ORCA input:
```
! RIJCOSX wB97M-V def2-TZVPD def2/J DEFGRID3
* xyz 0 1
Fe 0.62819 0.67943 -0.30149
S 1.84855 -0.42206 1.32170
C 3.44861 0.30858 0.99071
C 4.42973 0.52041 1.95232
C 5.65598 1.08055 1.60435
C 5.93042 1.42375 0.29190
C 4.98344 1.17641 -0.69387
C 3.76278 0.62832 -0.33872
S 2.51528 0.18551 -1.51986
C 2.47586 1.57446 -2.67383
C 1.03846 1.77601 -3.08930
C 0.72068 2.41474 -4.27894
C -0.60965 2.62469 -4.58536
C -1.58769 2.17373 -3.71361
C -1.19463 1.51638 -2.56040
C -2.15304 0.96768 -1.56948
S -1.57509 1.23415 0.12616
C -1.48297 3.01482 0.13348
C -2.67702 3.73259 0.21080
C -2.67235 5.11537 0.18593
C -1.45649 5.78790 0.11013
C -0.26715 5.08079 0.06901
C -0.25157 3.68049 0.07441
S 1.32121 2.87915 0.09238
N 0.09124 1.33377 -2.25723
H 4.23746 0.25570 2.98122
H 6.39518 1.25202 2.37812
H 6.88552 1.86317 0.02578
H 5.20379 1.39782 -1.73389
H 3.09526 1.38189 -3.54764
H 2.84145 2.46678 -2.16615
H 1.51121 2.75216 -4.93960
H -0.88499 3.14017 -5.49859
H -2.64096 2.31939 -3.92247
H -2.19567 -0.11695 -1.65988
H -3.15951 1.36598 -1.68427
H -3.61278 3.18702 0.29421
H -3.60492 5.66517 0.23910
H -1.43532 6.87157 0.10122
H 0.68013 5.60850 0.03999
Ge 0.75437 1.66419 2.39485
C 2.11034 1.53011 3.80055
C 2.88599 2.65533 4.06783
C 3.83138 2.64891 5.09067
C 3.98365 1.51802 5.88087
C 3.19070 0.39618 5.64488
C 2.27186 0.40090 4.60482
C -0.89235 0.86210 3.03113
C -1.95911 1.70448 3.33541
C -3.12492 1.18664 3.88983
C -3.22663 -0.17351 4.14869
C -2.16443 -1.02095 3.84947
C -1.00835 -0.50602 3.28142
H 0.49180 3.18390 2.58581
H 2.76515 3.55109 3.46198
H 4.44426 3.52597 5.27011
H 4.71126 1.50835 6.68459
H 3.29807 -0.48647 6.26798
H 1.68606 -0.49290 4.40970
H -1.87815 2.77213 3.14612
H -3.95441 1.84622 4.12228
H -4.13369 -0.57674 4.58501
H -2.24030 -2.08382 4.05473
H -0.19043 -1.17694 3.02475
C 1.57115 -3.85675 -1.34475
C 0.18531 -3.92324 -0.68345
C -0.52342 -5.21205 -1.11978
C 0.37906 -3.95506 0.83841
Si -0.78428 -2.40059 -1.24126
O -0.12306 -1.05303 -0.72494
C -0.82913 -2.45166 -3.14442
C -1.66892 -3.26682 -3.91692
C -1.63110 -3.25138 -5.30765
C -0.74087 -2.41791 -5.97322
C 0.12537 -1.62035 -5.23496
C 0.07793 -1.64828 -3.84549
C -2.58493 -2.48196 -0.61605
C -3.73468 -2.41670 -1.41616
C -5.01476 -2.39750 -0.86948
C -5.18478 -2.44703 0.50749
C -4.06410 -2.49004 1.32873
C -2.79103 -2.49522 0.77138
H 2.16375 -4.73720 -1.05906
H 2.12109 -2.96394 -1.01927
H 1.50748 -3.83900 -2.43836
H 0.03725 -6.08747 -0.76361
H -0.59160 -5.29228 -2.21171
H -1.53796 -5.27940 -0.70951
H 1.05056 -4.78445 1.10442
H -0.56648 -4.12524 1.36975
H 0.82918 -3.02887 1.20840
H -2.35744 -3.95087 -3.43026
H -2.29608 -3.89556 -5.87198
H -0.71376 -2.40090 -7.05716
H 0.84390 -0.98360 -5.74114
H 0.77385 -1.03665 -3.28002
H -3.64317 -2.35922 -2.49352
H -5.87894 -2.34347 -1.52376
H -6.17986 -2.43970 0.93908
H -4.18398 -2.51211 2.40572
H -1.93226 -2.48963 1.44268
*
```

* energy above the lowest of the compared OMol25 structures with the same formula, charge and spin: 81.46 kJ/mol
* LUMO energy (alpha / beta): 0.02 / 0.02 eV

Mulliken population analysis, charges in e, atoms 1 to 99: 0.13 -0.26 0.22 -0.65 -0.69 -0.89 -0.55 0.12 0.18 -1.64 0.31 -1.06 -0.80 -0.95 0.39 -0.19 -0.37 0.28 -0.89 -0.91 -0.70 -1.01 1.17 -0.59 1.43 0.67 0.43 0.39 0.47 0.78 0.57 0.55 0.46 0.60 -0.94 1.00 0.49 0.42 0.41 0.50 1.61 -0.56 -0.06 -0.77 -0.48 -0.67 0.03 -0.24 -0.03 -0.90 -0.41 -1.03 0.41 -0.43 0.40 0.41 0.39 0.40 0.26 0.43 0.44 0.41 0.45 0.26 -1.54 2.52 -1.81 -1.50 -2.51 2.67 0.89 -0.57 -0.94 -0.68 -0.72 0.11 1.18 -0.45 -0.98 -0.79 -0.79 0.38 0.57 0.07 0.26 0.51 0.32 0.29 0.56 0.29 -0.01 0.49 0.43 0.39 0.45 0.28 0.52 0.41 0.39



2.
C47H46BrFN4NdO6P as an isolated structure in a non-equilibrium geometry, computed with ωB97M-V with the def2-TZVPD basis set.

Geometry as ORCA input:
```
! RIJCOSX wB97M-V def2-TZVPD def2/J DEFGRID3
* xyz 2 4
Nd -0.18271 0.05636 0.66019
C -1.01754 3.12303 3.11178
C -0.92306 1.74735 3.77619
C -2.06053 0.84503 3.28986
C 0.46078 1.09501 3.54964
C 1.53371 1.59516 4.54305
O 2.63579 1.94539 3.71696
C 2.25907 1.83583 2.44420
N 1.05852 1.41335 2.23498
C 3.27093 2.25243 1.46301
C 4.21350 3.18476 1.91149
C 5.24061 3.61923 1.09675
C 5.35698 3.11400 -0.18949
C 4.43811 2.18720 -0.64470
C 3.39180 1.74223 0.16012
P 2.25506 0.48154 -0.54728
C 1.86755 1.34710 -2.11041
C 2.52682 1.17384 -3.31930
C 2.18139 1.96325 -4.40376
C 1.17353 2.90576 -4.29332
C 0.49068 3.06051 -3.09639
C 0.83673 2.28152 -2.00934
C 3.36574 -0.89289 -0.96108
C 2.90838 -1.84247 -1.87661
C 3.66513 -2.97407 -2.12573
C 4.84378 -3.19089 -1.42503
C 5.28033 -2.26329 -0.49242
C 4.55352 -1.10820 -0.26581
H -1.94639 3.60987 3.40333
H -0.99571 3.01643 2.02235
H -0.19023 3.76411 3.40955
H -1.04262 1.86912 4.85901
H -2.00915 0.67389 2.19481
H -3.01380 1.32228 3.51260
H -2.05734 -0.11882 3.80200
H 0.34851 -0.00303 3.62139
H 1.85276 0.83416 5.25636
H 1.21219 2.49176 5.08575
H 4.13103 3.56641 2.91618
H 5.95564 4.33853 1.46394
H 6.16018 3.43870 -0.83384
H 4.53768 1.77901 -1.64099
H 3.29706 0.42179 -3.41600
H 2.70760 1.84153 -5.33753
H 0.92072 3.52431 -5.14005
H -0.30243 3.79014 -3.01580
H 0.31708 2.39954 -1.05241
H 1.96008 -1.69056 -2.38033
H 3.33227 -3.69606 -2.85807
H 5.41482 -4.09008 -1.59926
H 6.18692 -2.44315 0.06566
H 4.90457 -0.38160 0.45222
C -5.72798 1.21074 -5.07843
C -5.78580 0.29430 -3.85942
N -4.78246 0.64376 -2.86075
C -3.57160 0.05755 -2.92490
C -2.54802 0.26679 -2.04438
C -1.21249 -0.47336 -2.32990
O -0.98607 -0.75039 -3.49150
O -0.48212 -0.71409 -1.31969
C -2.72643 1.16091 -0.94833
O -1.86319 1.39959 -0.05652
C -4.01708 1.83780 -0.91941
C -4.26110 2.77645 0.08978
C -5.45466 3.43951 0.15030
F -5.64953 4.36010 1.11971
C -6.46716 3.21039 -0.79735
C -6.22379 2.28756 -1.79998
C -5.01661 1.58016 -1.88600
N -7.71243 3.85236 -0.77237
C -8.25766 4.33512 0.47769
C -9.78050 4.35215 0.35329
N -10.17470 5.21124 -0.79701
C -9.56402 4.72391 -2.06165
C -8.04885 4.70993 -1.88692
H -6.46580 0.89530 -5.81107
H -4.74917 1.16895 -5.54763
H -5.92585 2.24379 -4.80680
H -5.60169 -0.73230 -4.17619
H -6.77571 0.32310 -3.40007
H -3.39524 -0.63524 -3.73698
H -3.48476 2.98145 0.81069
H -7.00763 2.11602 -2.51801
H -7.89247 5.33759 0.74676
H -7.98218 3.65195 1.28337
H -10.22898 4.74283 1.26738
H -10.14446 3.33974 0.17031
H -9.83546 6.16724 -0.61990
H -11.19737 5.24791 -0.87941
H -9.85106 5.38025 -2.88367
H -9.92829 3.71341 -2.25536
H -7.68716 5.73879 -1.72412
H -7.57637 4.34075 -2.79639
Br -2.36320 -3.01346 3.75037
C -0.91500 -4.08168 3.16698
C -0.80899 -5.37626 3.64414
C 0.25570 -6.15928 3.22881
C 1.21431 -5.65049 2.36338
C 1.11811 -4.34494 1.91862
C 0.04485 -3.55067 2.31226
C -0.04270 -2.16565 1.78798
O -1.16858 -1.66422 1.52220
O 1.01818 -1.50418 1.63699
H -1.55451 -5.77050 4.32005
H 0.33581 -7.17236 3.58962
H 2.02783 -6.27611 2.02935
H 1.85198 -3.90908 1.25576
*
```

* LUMO energy (alpha / beta): -4.76 / -4.76 eV

Mulliken population analysis, charges in e, atoms 1 to 99: 0.17 -1.34 0.19 -0.99 0.05 -0.45 -0.43 0.56 0.33 0.18 -1.23 -0.75 -0.85 -0.37 0.09 2.24 0.74 -0.42 -0.81 -0.67 -0.69 -0.52 0.23 -0.47 -0.78 -0.64 -0.79 -0.62 0.54 0.02 0.36 0.44 0.01 0.55 0.16 0.30 0.31 0.36 0.55 0.43 0.48 0.47 0.48 0.46 0.42 0.46 0.24 0.46 0.47 0.44 0.45 0.42 -0.98 -1.01 0.21 -0.28 0.04 0.32 -0.71 -0.10 0.98 -0.45 0.72 -0.67 0.35 -0.34 -1.61 -0.63 -0.01 0.31 -0.63 -0.98 -0.10 -0.72 -0.55 0.40 0.34 0.27 0.45 0.45 0.61 0.79 0.64 0.42 0.48 0.44 0.37 0.40 0.36 0.40 0.37 0.20 0.43 -0.15 0.26 -0.63 -0.48 -0.80 -0.50